DFT (ωB97M-V/def2-TZVPD) results for a structure of composition C30H77F6Mn2N7O13S2 at a distorted geometry.

XYZ file:
```
137
Properties=species:S:1:pos:R:3:forces:R:3:lowdin_spin:R:1
Mn 4.016265 0.392638 34.397781 -1.49 -1.09 -0.54 4.743
Mn 0.628425 2.691932 30.520187 -0.20 -0.83 0.59 4.714
C 2.431497 -1.010946 30.596077 0.43 0.61 -0.33 0.002
F 3.186001 -2.038555 30.978240 -0.29 0.14 -0.16 0.001
F 3.252318 -0.012956 30.172140 -0.44 -0.69 0.17 0.000
F 1.644155 -1.372055 29.571913 0.36 0.03 0.39 0.000
S 1.406469 -0.389886 31.988857 0.71 0.01 0.04 0.013
O 0.820013 0.819666 31.431250 -0.64 -0.32 -0.06 0.045
O 0.510520 -1.450780 32.277200 -0.71 -0.33 -0.05 0.006
O 2.343119 -0.092641 33.049805 0.17 -0.16 0.06 0.036
C 5.153726 3.091131 31.075986 -0.29 -0.61 0.21 0.003
F 5.005477 3.906668 30.055483 0.03 0.35 -0.19 0.001
F 5.311188 1.846575 30.608149 0.13 0.12 0.00 0.000
F 6.186918 3.430601 31.817341 0.39 0.09 -0.09 0.001
S 3.674081 3.119145 32.149244 -0.75 0.28 1.06 0.017
O 3.578110 4.413449 32.752934 0.03 -0.07 -0.42 0.004
O 2.577360 2.765370 31.242499 0.39 0.52 -0.33 0.047
O 3.881918 2.053414 33.132465 0.86 0.33 -0.52 0.046
C 6.990256 0.188810 32.548738 0.30 -0.77 1.05 0.005
C 6.123080 -1.034879 32.263077 -0.31 1.82 -0.40 0.004
C 6.945810 -2.229322 31.889831 -1.05 -0.88 -0.94 0.001
O 5.997623 -3.233828 31.511478 0.05 0.08 0.45 0.000
C 6.571514 -4.470989 31.145168 0.48 -0.76 0.12 0.000
N 5.109671 -1.328529 33.349302 1.99 -0.48 -0.55 0.027
H 7.432584 0.595852 31.646625 -0.13 0.10 -0.11 0.000
H 7.821302 -0.093579 33.206502 -0.05 0.17 0.05 0.000
H 6.399524 0.945862 33.068883 0.09 0.23 -0.20 0.004
H 5.537426 -0.725942 31.393487 -0.21 -0.45 -0.02 0.000
H 7.584616 -2.592300 32.701797 0.20 0.14 -0.06 0.000
H 7.479516 -2.004417 30.961325 0.65 0.19 0.42 0.000
H 6.713726 -5.161798 31.987887 -0.26 0.28 0.18 0.000
H 7.573876 -4.389144 30.708722 -0.21 0.38 -0.23 0.000
H 5.910073 -4.956778 30.434674 0.01 0.04 -0.09 0.000
H 5.703325 -1.774660 34.064120 -0.39 0.14 0.12 0.003
H 4.691039 -2.157549 32.902182 -0.67 0.38 0.58 0.001
C 3.152185 3.820665 36.363436 0.51 0.21 -0.56 0.001
C 3.027253 2.349240 36.663491 0.30 -1.24 -0.77 0.010
C 2.224111 2.032546 37.881881 -1.29 0.97 0.31 0.002
O 2.115023 0.653304 38.001300 0.52 -0.74 0.41 0.001
C 1.456826 0.253873 39.193055 -0.06 -1.57 -0.32 0.000
N 2.454538 1.541460 35.495531 -0.01 1.06 0.68 0.034
H 3.493361 3.977252 35.335348 -0.13 -0.12 -0.04 0.000
H 3.931951 4.298374 36.956606 -0.27 -0.01 0.34 0.000
H 2.204270 4.349064 36.470886 0.01 -0.02 0.16 0.000
H 4.000916 1.859069 36.838646 0.11 0.58 0.08 0.005
H 1.192660 2.416759 37.784367 0.14 0.34 -0.16 0.000
H 2.625530 2.497138 38.788261 0.30 -0.07 -0.06 0.000
H 1.725710 -0.799372 39.334767 0.11 0.18 0.13 0.000
H 0.374316 0.219379 39.040705 -0.04 0.62 0.26 0.000
H 1.784457 0.798672 40.074287 -0.16 0.30 -0.05 0.000
H 1.603356 1.080427 35.836401 0.69 -0.21 -0.25 0.002
H 2.035844 2.178482 34.816237 0.48 -0.03 0.24 0.002
C -2.085305 0.202097 27.965070 0.26 0.23 1.07 0.002
C -0.889139 0.708546 28.803562 -1.11 0.11 -0.71 0.003
C 0.328890 1.025871 27.953625 -0.06 -0.10 -0.14 0.004
O 1.250666 1.832948 28.708333 0.23 0.22 -0.44 0.046
C 2.230308 2.504202 27.899957 0.42 0.07 -0.10 0.008
N -1.245165 1.963903 29.509836 -1.22 1.22 0.48 0.040
H -1.889887 -0.810811 27.619761 -0.08 0.14 -0.45 0.000
H -2.400093 0.914168 27.203800 0.26 -0.22 -0.35 0.000
H -2.921051 0.138044 28.668800 -0.04 -0.19 -0.11 0.000
H -0.703717 -0.079616 29.528646 0.35 0.30 0.32 0.000
H -0.001660 1.568826 27.060592 0.16 0.14 0.06 0.000
H 0.841609 0.119232 27.635179 -0.03 -0.06 -0.03 0.001
H 1.739197 3.198835 27.215598 0.02 -0.19 -0.14 0.000
H 2.867603 1.789528 27.376600 -0.30 -0.09 -0.16 0.001
H 2.904952 3.075339 28.537442 -0.25 -0.06 0.28 0.001
H -1.688322 2.668350 28.900767 0.90 -0.38 -0.72 0.004
H -2.090005 1.886942 30.088883 0.62 -0.98 0.41 0.002
C -1.358072 -6.076873 32.045960 -0.02 -0.43 -0.55 0.000
C -0.968789 -4.598191 31.899383 0.23 -1.06 0.60 0.000
C -2.012898 -3.812041 31.173624 -0.86 0.60 -0.03 0.000
O -2.435071 -4.457020 30.003806 0.42 -0.24 -0.31 0.000
C -3.572501 -3.849834 29.480911 -0.53 0.14 -0.58 0.000
N -0.807223 -4.021323 33.244251 0.21 0.54 -0.43 0.000
H -1.899595 -6.320600 32.958982 0.22 0.35 0.26 0.000
H -0.454691 -6.688162 31.974105 -0.10 -0.09 0.27 0.000
H -2.014699 -6.432252 31.246986 0.22 0.27 -0.13 0.000
H -0.026995 -4.569999 31.329275 -0.09 0.11 -0.10 0.000
H -1.663725 -2.805716 30.884225 0.14 0.03 0.32 0.000
H -2.880029 -3.688812 31.842092 0.12 0.06 0.07 0.000
H -3.436052 -2.774223 29.273533 0.09 -0.03 0.30 0.000
H -4.432335 -3.989029 30.147144 0.00 0.15 -0.02 0.000
H -3.805044 -4.296544 28.514371 0.05 -0.22 0.11 0.000
H -0.081839 -4.519560 33.750240 -0.08 -0.08 -0.02 0.000
H -0.444248 -3.079729 33.105203 -0.05 -0.14 0.31 0.000
C 1.109706 -2.309152 35.948893 0.32 -0.01 -0.48 0.000
C 2.615208 -2.529211 35.802515 -0.95 -0.62 0.83 0.005
C 2.986257 -3.332832 34.564310 -0.02 0.86 0.20 0.000
O 2.255368 -4.522175 34.584673 -0.22 0.05 0.24 0.000
C 2.500610 -5.246901 33.406986 1.29 0.03 -0.42 0.000
N 3.316433 -1.218139 35.930157 1.25 -0.32 0.65 0.039
H 0.554774 -3.217040 35.726883 0.06 -0.04 -0.13 0.000
H 0.806369 -1.526412 35.245181 -0.14 -0.06 0.19 0.000
H 0.869562 -2.059388 36.982524 0.00 0.33 -0.05 0.000
H 2.891035 -3.171607 36.649988 0.18 0.16 -0.05 0.001
H 4.067754 -3.546176 34.596992 -0.05 -0.06 -0.17 0.000
H 2.761230 -2.727368 33.669602 -0.02 -0.22 -0.03 0.000
H 3.591325 -5.360623 33.302683 -0.04 -0.09 -0.14 0.000
H 2.172701 -4.671518 32.534069 -0.32 -0.26 -0.07 0.000
H 2.109904 -6.257287 33.451295 -0.52 0.15 0.12 0.000
H 2.845631 -0.656027 36.649851 -0.30 -0.17 -0.28 0.002
H 4.172621 -1.461237 36.444004 0.02 0.16 -0.31 0.003
C -0.455426 4.219213 34.610193 -0.02 0.37 0.74 0.001
C -0.108237 3.071970 33.674332 -0.13 1.50 -0.49 0.004
C -0.826602 1.811843 34.071675 0.60 -0.84 -0.62 0.000
O -0.162354 1.283179 35.197200 -0.74 0.02 -0.08 0.001
C -0.949903 0.347822 35.902499 -0.55 -0.53 0.32 0.000
N -0.482769 3.452127 32.259954 -0.29 0.99 0.31 0.038
H -1.520266 4.471494 34.582521 0.06 -0.01 -0.23 0.000
H 0.135698 5.123007 34.434052 -0.10 -0.08 -0.32 0.000
H -0.258551 3.984753 35.660997 0.06 -0.35 -0.14 0.000
H 0.981426 3.032036 33.616055 -0.08 -0.70 0.18 0.000
H -0.771413 1.083885 33.246413 -0.19 0.10 0.17 0.000
H -1.886538 2.016221 34.273534 0.08 0.11 0.15 0.000
H -0.351074 -0.037627 36.725437 -0.04 0.24 0.10 0.000
H -1.245296 -0.533051 35.315766 0.14 0.27 -0.27 0.000
H -1.869060 0.812353 36.274113 0.11 0.05 0.11 0.000
H -1.504295 3.515289 32.217114 0.14 -0.28 -0.11 0.003
H -0.230078 4.446629 32.191530 -0.02 -0.15 0.12 0.006
C 3.402796 -5.808894 25.338001 0.34 0.41 -0.24 0.000
C 4.581101 -5.629269 26.299940 0.25 -1.22 -1.07 0.000
C 4.177150 -4.932704 27.567941 1.01 1.05 -0.31 0.000
O 3.183828 -5.672006 28.194240 -0.41 -0.80 0.48 0.000
C 2.869595 -5.136153 29.451321 -0.49 0.77 -0.37 0.000
N 5.203124 -6.909961 26.688474 -0.27 0.01 0.53 0.000
H 3.114871 -4.851060 24.889556 -0.29 0.04 0.39 0.000
H 2.580497 -6.280940 25.868615 -0.20 -0.03 -0.28 0.000
H 3.719128 -6.385365 24.467357 -0.07 -0.36 0.22 0.000
H 5.357906 -5.106463 25.734049 -0.02 0.47 0.47 0.000
H 3.862822 -3.891754 27.375839 -0.29 -0.14 -0.12 0.000
H 5.074443 -4.836008 28.199668 -0.10 -0.20 0.12 0.000
H 2.240765 -5.784722 30.058177 0.27 -0.50 -0.21 0.000
H 2.246860 -4.243119 29.276805 0.30 0.22 0.29 0.000
H 3.798617 -4.870976 29.961514 -0.17 0.08 0.36 0.000
H 5.490352 -7.481203 25.904891 -0.05 0.22 -0.20 0.000
H 4.522689 -7.459373 27.207655 0.10 0.03 -0.04 0.000
```
Positions in Å, forces in eV/Å.

Computed properties:
total charge	+2
multiplicity	11
orbital gap (spin up / spin down)	7.0490 / 6.5124	eV
⟨S²⟩	30.01
M	1031.98	Da


DFT (ωB97M-V/def2-TZVPD) results for a cluster of 2 separate species, CH2FNO2 in total at a distorted geometry.

XYZ file:
```
7
Properties=species:S:1:pos:R:3:forces:R:3:lowdin_spin:R:1
C 0.767083 1.338147 0.066135 -4.18 0.00 1.18 0.060
N 0.853841 -0.074085 0.090535 6.59 0.26 -1.48 0.762
O 1.610937 2.197099 0.046140 -0.69 -1.98 -0.14 0.172
O -0.036841 -0.929774 0.318208 -3.42 -0.61 0.08 0.271
F 2.783284 -1.263113 -0.060078 -0.80 0.39 -0.12 0.702
H -0.413340 1.445703 0.130213 1.71 1.07 -0.34 0.020
H 0.016228 -1.707237 -0.305873 0.79 0.87 0.81 0.013
```
Positions in Å, forces in eV/Å.

Computed properties:
ΔE to the lowest compared entry with this formula, charge and spin	14.4	kcal/mol
multiplicity	3
orbital gap (spin up / spin down)	10.7743 / 7.3392	eV
⟨S²⟩	2.02
M	79.03	Da


DFT (ωB97M-V/def2-TZVPD) results for an isolated molecule of C3H6N4O at a distorted geometry.

XYZ file:
```
14
Properties=species:S:1:pos:R:3:forces:R:3:nbo_charge:R:1
C -1.318648 1.245084 0.074036 -4.76 -2.40 -0.98 -0.024
C 0.133706 1.013788 -0.007696 3.87 3.92 -2.43 0.528
C 2.890394 -0.417868 -0.034150 -1.63 1.15 0.89 -0.156
H -3.197383 -1.720097 -0.198292 3.54 2.62 -0.31 0.400
H -1.985691 -1.143533 1.002746 -0.38 -0.82 -4.21 0.372
H -1.579684 2.351237 0.307079 0.13 -2.15 -0.94 0.246
H -0.258014 -0.964593 -0.358901 1.62 1.87 0.77 0.442
H 3.799338 -1.202234 0.176157 -2.47 2.30 -0.95 0.219
H 2.890457 0.797957 0.096019 0.80 -3.12 -0.26 0.217
N -2.139953 -1.181432 -0.188569 -2.10 1.24 4.70 -0.726
N -2.381202 0.369361 -0.239990 3.33 1.99 1.81 -0.224
N 0.544856 -0.245914 -0.152476 -3.50 -3.00 -0.47 -0.431
N 1.687172 -0.928094 -0.200829 4.32 -0.34 0.47 -0.260
O 0.914654 2.026336 -0.275128 -2.77 -3.26 1.89 -0.603
```
Positions in Å, forces in eV/Å.

Computed properties:
ΔE to the lowest compared entry with this formula, charge and spin	155.5	kcal/mol
orbital gap	8.5765	eV
M	114.11	Da


DFT (ωB97M-V/def2-TZVPD) results for a structure of composition C16H33BN2OP2W at a distorted geometry.

XYZ file:
```
56
Properties=species:S:1:pos:R:3:forces:R:3:lowdin_spin:R:1
W -0.139131 0.286025 -0.286443 -1.10 -1.14 -1.61 1.237
P 1.842105 1.279104 -1.173605 0.06 -0.17 0.39 0.137
P -1.719322 1.842637 0.602424 0.64 -0.48 0.57 0.178
N -0.928415 -0.589217 -1.634146 0.31 0.43 0.09 0.027
H 3.504658 -1.420747 2.681876 2.86 0.85 -0.94 0.000
C 3.113837 -0.013066 -1.252114 0.56 0.07 -0.21 0.019
H 4.065825 0.426186 -1.586189 -0.15 -0.18 0.03 0.002
H 2.810314 -0.794391 -1.960843 -0.01 0.22 0.16 0.002
H 3.249182 -0.471099 -0.261673 -0.17 0.22 -0.22 0.001
C 2.566354 2.623185 -0.203519 0.55 0.39 -0.12 0.045
H 3.511766 2.946848 -0.664505 -0.17 0.05 0.18 0.006
H 2.766648 2.276839 0.819595 -0.11 -0.02 -0.32 0.003
H 1.876168 3.475879 -0.158779 0.14 -0.25 -0.04 0.003
C 1.574958 1.880532 -2.859795 0.40 0.25 -0.44 0.019
H 2.536087 1.932270 -3.391857 -0.25 0.11 0.03 0.002
H 1.120869 2.880070 -2.834008 0.10 -0.25 0.02 0.002
H 0.899760 1.205471 -3.400943 0.19 0.09 0.23 0.002
C -3.274726 0.964436 0.927023 -0.50 0.29 0.06 0.017
H -4.038438 1.677873 1.270884 0.10 -0.21 -0.03 0.002
H -3.123865 0.191927 1.692047 0.15 0.19 -0.17 0.001
H -3.628342 0.480350 0.008065 0.15 0.13 0.17 0.001
C -1.182411 2.518525 2.196768 -0.50 0.65 0.36 0.051
H -1.978592 3.154893 2.610099 0.21 -0.04 0.13 0.008
H -0.276181 3.123059 2.063221 -0.21 -0.16 -0.05 0.004
H -0.962443 1.708695 2.904395 -0.11 0.03 -0.31 0.001
C -2.110706 3.237025 -0.480567 -0.41 0.46 -0.02 0.035
H -2.968537 3.794489 -0.076317 0.21 -0.02 -0.15 0.004
H -2.363065 2.872640 -1.484855 0.06 0.02 0.29 0.003
H -1.248284 3.911582 -0.561063 -0.18 -0.20 0.06 0.003
C -1.521628 -1.105491 -2.745640 -0.65 -0.54 -1.05 0.026
C -2.207445 -3.034535 -4.052149 -0.09 0.29 -0.17 0.001
C -1.648966 -2.508876 -2.893637 0.05 0.61 -0.07 -0.005
C -1.996496 -0.246288 -3.774466 0.25 -0.54 0.46 -0.002
C -2.554169 -0.789745 -4.925863 0.00 -0.32 0.08 0.002
C -2.659325 -2.181273 -5.071140 0.07 0.06 0.14 -0.008
H -2.290162 -4.115962 -4.162907 -0.02 0.27 -0.03 0.000
H -1.284524 -3.140763 -2.079687 -0.14 0.17 -0.31 0.001
H -1.898483 0.834730 -3.629693 -0.05 -0.38 -0.09 0.002
H -2.908749 -0.125808 -5.715018 0.06 -0.21 0.16 0.000
H -3.094582 -2.600957 -5.979691 0.13 0.12 0.27 0.000
C 1.955693 -1.613299 2.886927 -4.16 0.51 -0.68 0.004
O 2.911784 -0.943216 2.096880 0.99 -0.84 0.83 0.001
C 2.059539 -3.132921 2.754326 0.12 -0.16 -0.21 0.008
H 1.247129 -3.630667 3.293668 0.18 0.21 -0.07 0.000
H 3.017271 -3.487733 3.158203 -0.06 0.02 -0.02 0.001
H 2.001140 -3.414425 1.695442 0.04 0.05 0.21 0.000
C 2.042898 -1.161017 4.350150 -0.02 0.16 -0.03 0.002
H 1.225036 -1.577265 4.946593 0.20 0.03 -0.23 0.000
H 1.981531 -0.067252 4.397527 0.03 -0.21 0.00 0.000
H 2.997186 -1.478808 4.791298 -0.04 0.02 -0.08 0.000
B -0.733179 -1.464798 3.254837 -0.20 -0.27 -0.39 0.013
C 0.569956 -1.208263 2.308128 -0.72 -0.70 1.23 0.126
N 0.425220 -0.660336 1.171459 1.16 0.02 1.77 -0.001
H -0.563834 -2.476105 3.923107 -0.04 0.21 0.07 0.003
H -1.710853 -1.604267 2.536655 -0.03 0.10 0.02 0.003
H -0.858044 -0.466705 3.959498 0.09 -0.04 0.03 0.007
```
Positions in Å, forces in eV/Å.

Computed properties:
ΔE to the lowest compared entry with this formula, charge and spin	0.0	kcal/mol
multiplicity	3
orbital gap (spin up / spin down)	5.8565 / 7.1648	eV
⟨S²⟩	2.03
M	526.05	Da


DFT (ωB97M-V/def2-TZVPD) results for a cluster of 2 separate species, C3H11N3O2 in total at a distorted geometry.

XYZ file:
```
19
Properties=species:S:1:pos:R:3:forces:R:3:nbo_charge:R:1
O 1.129800 -0.152678 -1.487883 -1.23 -0.15 -0.14 -0.629
C -0.006452 -0.225316 -1.017791 1.70 -0.50 1.44 0.642
N -0.266468 -1.066780 0.045366 -0.41 -0.38 0.09 -0.676
C 0.747263 -1.954234 0.769923 -0.75 2.90 0.82 -0.044
N 1.983843 -1.245038 1.058334 -1.73 -1.19 1.28 -0.827
C -1.065975 0.813903 -1.322683 0.20 0.80 -1.60 -0.328
N -0.429327 2.130212 -1.487933 0.65 -0.02 0.25 -0.801
H -1.241902 -1.287376 0.242522 0.36 0.27 -0.05 0.393
H 0.247323 -2.103298 1.758950 0.21 -0.76 -1.05 0.192
H 0.936460 -2.791338 0.126825 0.17 -0.75 0.29 0.197
H 1.867490 -0.292743 1.401331 0.15 -0.43 -0.51 0.374
H 2.535422 -1.385041 0.273588 1.57 0.81 -1.43 0.376
H -1.764151 1.041456 -0.530366 -0.50 -1.00 0.21 0.200
H -1.584216 0.529299 -2.270556 0.13 0.28 0.80 0.220
H 0.223035 2.131364 -2.269227 -0.20 -0.20 -0.02 0.368
H 0.200497 2.210950 -0.677352 -0.34 0.33 -0.38 0.347
H -0.755980 0.561242 1.650257 -0.16 0.23 0.26 0.469
H -1.577755 1.836563 1.540081 0.05 0.00 0.27 0.466
O -1.178908 1.248862 2.196619 0.14 -0.22 -0.56 -0.939
```
Positions in Å, forces in eV/Å.

Computed properties:
ΔE to the lowest compared entry with this formula, charge and spin	30.5	kcal/mol
orbital gap	10.0780	eV
M	121.14	Da


We obtain electronic energy values of -6247.82923 -344.15725 -411.96120 -1588.76262 -435.64173 a.u. for the records listed above, in that order.